1.
DFT (ωB97M-V/def2-TZVPD) results for 2 unconnected molecules or ions with the total composition C4H12.

```
16
C4H12 (ωB97M-V/def2-TZVPD)
C 0.337 2.087 -0.014
C -1.078 2.507 -0.352
H 0.884 1.579 -0.811
H 1.016 2.892 0.279
H 0.340 1.368 0.808
H -1.473 3.126 0.455
H -1.720 1.627 -0.427
H -1.180 3.094 -1.270
C 1.045 -1.917 0.202
C -0.282 -2.682 0.187
H 1.381 -1.671 -0.808
H 0.919 -0.994 0.768
H 1.800 -2.481 0.744
H -0.312 -3.369 -0.655
H -0.402 -3.262 1.106
H -1.106 -1.974 0.072
```

The HOMO-LUMO gap is 12.886 eV. As for the total charge: 0. Its HOMO energy is -11.760 eV. For the LUMO energy, the calculation gives 1.126 eV. Its relative energy (zero: lowest compared OMol25 entry of this formula, charge and spin) is 11.4 kJ/mol. The structure (SMILES) is CC.CC. The spin multiplicity is 1.

These are the Mulliken partial charges, in e, on atoms 1 to 2: -0.7389 -0.7935

2.
DFT (ωB97M-V/def2-TZVPD) results for 2 unconnected molecules or ions with the total composition C3H8NSi.

```
13
C3H8NSi (ωB97M-V/def2-TZVPD)
C 1.284 1.690 1.510
C 1.839 2.724 2.316
C -0.655 -2.106 -0.729
N 0.786 0.799 0.985
Si -1.831 -2.246 -2.192
H 1.739 2.359 3.379
H 2.835 2.754 2.043
H 1.255 3.625 2.083
H -0.701 -2.547 0.246
H 0.237 -2.793 -1.134
H -0.157 -1.083 -0.833
H -1.595 -3.016 -3.431
H -3.095 -1.610 -1.860
```

The HOMO-LUMO gap (spin up / spin down) is 8.975 / 3.579 eV. As for the total charge: +1. Its HOMO energy (spin up / spin down) is -12.748 / -14.636 eV. For the LUMO energy (spin up / spin down), the calculation gives -3.773 / -11.056 eV. Its relative energy (zero: lowest compared OMol25 entry of this formula, charge and spin) is 0.0 kJ/mol. The spin multiplicity is 3. Its expectation value of S² is 2.01.

These are the Mulliken partial charges, in e, on atoms 1 to 2: 0.2782 -0.7481

3.
DFT (ωB97M-V/def2-TZVPD) results for C3H8N2 in the gas phase.

```
13
C3H8N2 (ωB97M-V/def2-TZVPD)
C 1.708 0.572 -0.008
C 0.861 -0.682 -0.292
C -2.536 0.208 -0.040
H 1.945 0.545 1.154
H 2.693 0.541 -0.522
H 1.075 1.593 -0.297
H 1.663 -1.586 -0.176
H 0.653 -0.810 -1.376
H -0.278 -0.430 1.321
H -2.836 0.140 1.075
H -3.118 0.806 -0.723
N -0.415 -0.714 0.333
N -1.414 -0.182 -0.447
```

The HOMO-LUMO gap is 9.876 eV. As for the total charge: 0. Its HOMO energy is -8.702 eV. For the LUMO energy, the calculation gives 1.174 eV. Its relative energy (zero: lowest compared OMol25 entry of this formula, charge and spin) is 338.1 kJ/mol. The structure (SMILES) is C=NNCC. The spin multiplicity is 1.

These are the Mulliken partial charges, in e, on atoms 1 to 2: -0.8530 -0.3926

4.
DFT (ωB97M-V/def2-TZVPD) results for a gas-phase ion, C7H16N3O2 (charge +1).

```
28
C7H16N3O2 (ωB97M-V/def2-TZVPD)
C 2.042 0.095 0.048
C -2.296 -0.267 -0.175
C -1.482 -1.346 0.432
C -1.636 1.076 0.123
C 0.426 0.039 0.503
C 0.553 -2.434 0.047
C 0.386 2.494 -0.242
N -0.136 -1.163 0.017
N 2.287 -0.296 -1.202
N -0.223 1.174 -0.302
O 2.802 0.394 0.925
O 0.373 0.266 1.818
H -2.287 -0.321 -1.294
H -3.281 -0.219 -0.011
H -1.724 -1.442 1.490
H -1.788 -2.370 0.060
H -2.037 1.942 -0.404
H -1.528 1.354 1.103
H 0.013 -2.958 0.781
H 0.602 -2.841 -0.912
H 1.538 -2.198 0.457
H -0.176 3.131 0.403
H 1.385 2.452 0.147
H 0.385 2.948 -1.255
H 1.657 -0.779 -1.800
H 3.177 -0.018 -1.696
H -0.280 0.745 -1.247
H 1.250 0.540 2.187
```

The HOMO-LUMO gap is 10.494 eV. As for the total charge: +1. Its HOMO energy is -13.363 eV. For the LUMO energy, the calculation gives -2.868 eV. Its relative energy (zero: lowest compared OMol25 entry of this formula, charge and spin) is 49.0 kJ/mol. The structure (SMILES) is CN1CCC[N@@H+](C)[C@]1(O)C(N)=O. The spin multiplicity is 1.

These are the Mulliken partial charges, in e, on atoms 1 to 2: 0.3392 -1.2281

5.
DFT (ωB97M-V/def2-TZVPD) results for a molecular structure, C30H43BrI2N8O5P2STl.

```
93
C30H43BrI2N8O5P2STl (ωB97M-V/def2-TZVPD)
Tl -0.314 0.509 -0.148
C 2.310 -2.056 1.332
O 1.726 -0.981 2.071
C 2.257 -0.715 3.288
C 3.297 -1.450 3.850
C 3.814 -1.115 5.097
Br 5.232 -2.123 5.805
C 3.292 -0.061 5.809
C 2.220 0.671 5.268
C 1.725 0.365 3.993
O 0.691 1.075 3.410
C 1.639 1.677 6.118
N 2.237 2.082 7.269
C 1.409 2.956 7.818
C 1.551 3.678 9.041
C 0.532 4.506 9.394
C -0.621 4.645 8.571
C -0.792 3.961 7.363
C 0.233 3.126 7.005
N 0.448 2.297 5.923
H 3.362 -1.860 1.120
H 1.752 -2.109 0.402
H 2.212 -2.999 1.873
H 3.729 -2.284 3.318
H 3.675 0.199 6.785
H 0.993 1.980 3.246
H 2.439 3.548 9.644
H 0.581 5.075 10.312
H -1.405 5.315 8.899
H -1.683 4.093 6.767
H -0.197 2.076 5.180
I -2.391 2.953 2.233
C -2.191 4.507 0.797
I -1.611 3.818 -1.121
H -1.431 5.191 1.152
H -3.151 5.000 0.708
C 1.894 -4.435 -1.884
N 2.010 -3.174 -2.618
C 3.176 -3.103 -3.500
P 0.706 -2.208 -2.691
O 0.105 -1.876 -1.354
O 1.341 -0.883 -3.357
P 0.676 0.570 -3.689
O -0.285 0.952 -2.615
N -0.018 0.349 -5.143
C 0.488 -0.533 -6.192
C -0.903 1.411 -5.636
N 1.915 1.620 -3.771
C 2.856 1.599 -4.892
C 2.458 2.226 -2.558
N -0.436 -2.861 -3.654
C -0.146 -3.875 -4.668
C -1.767 -2.264 -3.765
H 1.763 -5.282 -2.562
H 1.048 -4.401 -1.198
H 2.801 -4.599 -1.301
H 3.152 -3.901 -4.247
H 4.081 -3.222 -2.904
H 3.221 -2.143 -4.004
H 1.229 -1.224 -5.801
H 0.941 0.043 -7.002
H -0.340 -1.106 -6.615
H -1.293 1.990 -4.801
H -1.743 0.959 -6.164
H -0.376 2.078 -6.322
H 2.374 1.230 -5.794
H 3.726 0.974 -4.672
H 3.198 2.615 -5.086
H 1.668 2.361 -1.822
H 2.856 3.210 -2.806
H 3.267 1.624 -2.132
H 0.850 -4.285 -4.529
H -0.215 -3.460 -5.674
H -0.867 -4.690 -4.582
H -1.891 -1.473 -3.024
H -2.530 -3.031 -3.612
H -1.913 -1.830 -4.758
N -2.158 -3.102 -0.424
C -3.225 -2.355 -0.324
N -3.170 -1.035 -0.605
C -4.378 -0.492 -0.505
C -4.678 0.874 -0.776
C -5.967 1.291 -0.646
C -6.989 0.392 -0.241
C -6.733 -0.948 0.036
C -5.438 -1.387 -0.099
S -4.795 -2.980 0.144
H -1.267 -2.676 -0.770
H -2.203 -4.091 -0.226
H -3.883 1.538 -1.089
H -6.231 2.318 -0.858
H -8.002 0.760 -0.151
H -7.532 -1.612 0.336
```

The HOMO-LUMO gap (spin up / spin down) is 5.161 / 5.027 eV. As for the total charge: +3. Its HOMO energy (spin up / spin down) is -14.923 / -14.988 eV. For the LUMO energy (spin up / spin down), the calculation gives -9.762 / -9.961 eV. Its relative energy (zero: lowest compared OMol25 entry of this formula, charge and spin) is 0.0 kJ/mol. The spin multiplicity is 1.

These are the Mulliken partial charges, in e, on atoms 1 to 2: 1.0203 -0.5536

6.
DFT (ωB97M-V/def2-TZVPD) results for a gas-phase ion, C3H8N (charge +1).

```
12
C3H8N (ωB97M-V/def2-TZVPD)
C -1.318 -0.368 0.760
C -0.479 -0.284 -0.482
C 1.897 0.385 -0.291
N 0.654 0.635 -0.324
H -0.732 -0.857 1.541
H -1.772 0.593 1.015
H -2.175 -1.027 0.629
H -0.114 -1.286 -0.723
H -1.037 0.026 -1.367
H 2.537 1.252 -0.203
H 2.199 -0.653 -0.328
H 0.341 1.584 -0.227
```

The HOMO-LUMO gap is 12.040 eV. As for the total charge: +1. Its HOMO energy is -17.341 eV. For the LUMO energy, the calculation gives -5.301 eV. Its relative energy (zero: lowest compared OMol25 entry of this formula, charge and spin) is 10.3 kJ/mol. The structure (SMILES) is C=[NH+]CC. The spin multiplicity is 1.

These are the Mulliken partial charges, in e, on atoms 1 to 2: -1.0554 -0.3796

7.
DFT (ωB97M-V/def2-TZVPD) results for a molecular structure, C18H29As2CuN4O6S3Si2.

```
65
C18H29As2CuN4O6S3Si2 (ωB97M-V/def2-TZVPD)
Cu 0.005 -0.224 -0.574
N 1.678 0.813 -3.132
C 0.363 1.127 -3.087
N -0.463 0.733 -2.156
C -1.688 1.391 -2.225
C -1.809 2.257 -3.245
S -0.343 2.319 -4.155
C -2.665 1.098 -1.151
C -3.774 1.794 -0.834
S -4.509 1.128 0.583
C -3.233 -0.082 0.644
N -2.374 0.039 -0.311
N -3.253 -1.112 1.533
H 1.894 0.017 -2.528
H 2.045 0.671 -4.061
H -2.661 2.858 -3.523
H -4.170 2.683 -1.304
H -3.605 -0.909 2.452
H -2.445 -1.758 1.486
O -1.317 -3.282 1.083
As 0.139 -2.819 -0.045
O 1.092 -4.127 0.214
O 0.498 -1.402 0.787
C -1.056 -2.750 -1.603
C -2.436 -2.853 -1.464
C -3.263 -2.681 -2.567
C -2.729 -2.437 -3.825
C -1.353 -2.398 -3.994
C -0.526 -2.549 -2.892
S 1.250 -2.525 -3.102
O 1.527 -1.697 -4.270
O 1.649 -3.904 -3.234
O 1.677 -1.871 -1.832
H -0.818 -3.633 1.830
H -2.857 -3.065 -0.492
H -4.338 -2.732 -2.439
H -3.386 -2.281 -4.675
H -0.897 -2.243 -4.965
C 2.935 -0.492 2.809
Si 3.232 0.762 1.438
C 4.467 1.994 2.199
C 4.190 -0.099 0.068
As 1.436 1.892 0.555
Si 0.173 2.041 2.457
C -0.526 0.494 3.305
C 1.016 2.976 3.885
C -1.326 3.121 2.035
H 3.857 -1.000 3.116
H 2.226 -1.241 2.442
H 2.488 -0.012 3.688
H 5.354 1.500 2.624
H 3.976 2.568 2.993
H 4.797 2.712 1.438
H 5.139 -0.520 0.419
H 4.398 0.600 -0.751
H 3.579 -0.916 -0.337
H 0.062 0.226 4.189
H -0.463 -0.350 2.606
H -1.574 0.623 3.605
H 1.821 2.365 4.314
H 0.312 3.228 4.691
H 1.472 3.900 3.511
H -1.856 2.696 1.170
H -0.993 4.124 1.742
H -2.040 3.215 2.863
```

The HOMO-LUMO gap is 4.221 eV. As for the total charge: -2. Its HOMO energy is -0.369 eV. For the LUMO energy, the calculation gives 3.852 eV. The spin multiplicity is 1.

These are the Mulliken partial charges, in e, on atoms 1 to 2: -0.2304 -0.2648

8.
DFT (ωB97M-V/def2-TZVPD) results for CH4BNO2 in the gas phase.

```
9
CH4BNO2 (ωB97M-V/def2-TZVPD)
B 0.673 0.181 -0.266
C -0.670 0.510 -0.946
N 0.556 -0.370 2.251
O 0.151 -1.442 2.544
O 0.908 -0.269 0.933
H -0.687 1.165 -1.782
H 1.595 0.015 -0.880
H -1.613 0.621 -0.377
H -0.913 -0.411 -1.477
```

The HOMO-LUMO gap is 10.491 eV. As for the total charge: 0. Its HOMO energy is -10.623 eV. For the LUMO energy, the calculation gives -0.132 eV. Its relative energy (zero: lowest compared OMol25 entry of this formula, charge and spin) is 84.0 kJ/mol. The structure (SMILES) is CBON=O. The spin multiplicity is 1.

These are the Mulliken partial charges, in e, on atoms 1 to 2: 0.2987 -0.8840